[1]
Computed, not measured: a molecular structure, C25H49ClN4SiW in a non-equilibrium geometry, with ωB97M-V/def2-TZVPD.

Positions of all 81 atoms, in Å:
W: 0.50999 -0.31439 -0.03774
Cl: -0.05566 0.39141 -2.27972
C: 2.27648 -3.80782 0.11553
C: 1.50739 -1.90538 -0.72671
N: 1.22391 -3.21955 -0.51774
H: 4.32404 -3.01188 0.38784
N: 2.82260 -1.74117 -0.36745
H: 2.28692 -4.85105 0.32437
C: -0.07286 -3.87121 -0.78654
C: 0.22773 -5.30510 -1.18537
C: -0.94138 -3.82873 0.46197
H: 0.63348 -5.90394 -0.36012
H: -0.70582 -5.78040 -1.50540
H: 0.92614 -5.32742 -2.03033
H: -1.43190 -3.80884 -2.41459
H: -0.03604 -2.72539 -2.65169
H: -1.27096 -2.80051 0.67778
C: -0.74934 -3.11055 -1.91473
H: -0.42588 -4.22352 1.34661
H: -1.85187 -4.42273 0.29585
H: -1.35609 -2.28149 -1.52393
C: 3.28951 -2.90189 0.16232
C: 3.84962 0.03540 0.99279
H: 4.37572 -0.71478 1.60125
H: 4.48222 0.93347 0.92314
C: 3.56832 -0.46918 -0.41415
H: 3.29931 1.40368 -1.29224
C: 4.87111 -0.73993 -1.15388
H: 4.66662 -1.17415 -2.13716
H: 2.95102 0.35503 1.54845
H: 1.78744 0.92287 -0.48346
H: 5.53240 -1.39986 -0.58101
H: 5.37383 0.21982 -1.30393
C: 2.67494 0.50289 -1.14679
H: 2.38611 0.12403 -2.14169
C: -3.62583 3.37523 -1.06802
N: -3.04806 2.14378 -0.70813
H: -2.61778 5.38712 -1.13071
N: -1.49468 3.65257 -0.53805
H: -4.66726 3.42181 -1.34869
C: -3.52657 0.73206 -0.77689
C: -4.88891 0.68487 -0.07718
C: -3.67308 0.31295 -2.23101
H: -5.60334 1.34360 -0.59946
H: -5.31613 -0.32889 -0.08843
H: -4.82972 0.99953 0.97384
H: -2.74001 -1.18924 -0.17520
H: -2.22278 0.13083 0.92788
H: -2.69715 0.31812 -2.73576
C: -2.39266 -0.13749 -0.12275
H: -4.39132 0.95052 -2.76986
H: -4.06475 -0.71538 -2.25548
H: -1.37603 -0.07389 -0.71623
C: -2.65161 4.31754 -0.96919
C: 0.63263 3.79576 -1.78134
H: 0.22159 4.45031 -2.56328
H: 1.71168 4.00347 -1.70264
C: -0.03900 3.99623 -0.43169
H: 1.62024 2.75617 0.42714
C: 0.02813 5.44305 0.03328
H: -0.49525 5.57555 0.99006
H: 0.53140 2.74063 -2.08600
H: -0.03659 1.78015 0.05156
H: -0.43630 6.10224 -0.72257
H: 1.07090 5.75868 0.16488
C: 0.51336 2.84642 0.45887
H: 0.20192 2.98000 1.50471
C: -1.85735 2.43221 -0.27982
C: -1.59932 -0.53161 3.18439
Si: 0.15238 -0.34343 2.36957
C: 0.77399 1.17492 3.37317
C: 1.11974 -1.83733 3.05689
H: -2.23305 0.35363 3.01941
H: -1.47050 -0.65000 4.27548
H: -2.13751 -1.41576 2.81079
H: 0.87579 0.87868 4.43181
H: 1.74832 1.53688 3.01644
H: 0.05208 2.00319 3.31356
H: 1.00666 -1.84864 4.15550
H: 0.73352 -2.78268 2.64926
H: 2.18916 -1.77213 2.80837

Properties
spin multiplicity: 3
total energy: -2017.4279 hartree
HOMO-LUMO gap (spin up / spin down): 1.3 / 3.5 eV
expectation value of S²: 2.123
highest occupied orbital energy (spin up / spin down): 3.0 / 0.8 eV
total charge: -2
lowest unoccupied orbital energy (spin up / spin down): 0.15957 / 0.15611 Ha
energy relative to the best compared isomer or geometry (same formula, charge and spin): 196.2 kJ/mol

Mulliken atomic charge list, values in e, 6 entries: 0.21, -0.49, -0.26, 0.85, -0.35, 0.40

=====

[2]
Computed, not measured: a molecular structure, C21H13BrDyIO2STe in a non-equilibrium geometry, with ωB97M-V/def2-TZVPD.

Positions of all 41 atoms, in Å:
Dy: -0.15726 -0.65890 0.04228
I: 0.49586 -0.32661 3.34484
C: 2.50570 -0.18995 3.00742
C: 3.34077 0.00447 4.06482
C: 4.73117 0.17429 3.77817
C: 5.18689 0.06909 2.49233
C: 4.29126 -0.14350 1.42221
C: 4.78089 -0.30393 0.10785
C: 3.93302 -0.50138 -0.93126
C: 2.53939 -0.57686 -0.67279
C: 1.99398 -0.45215 0.58307
C: 2.89633 -0.23396 1.68171
H: 2.91091 0.13085 5.07109
H: 5.41590 0.42740 4.56979
H: 6.23810 0.14896 2.25225
H: 5.83101 -0.23677 -0.06328
H: 4.30446 -0.53298 -1.93572
H: 1.89520 -0.64475 -1.56192
Te: -0.96212 -3.27636 1.02403
C: -2.31092 -4.16177 -0.31309
C: -2.06661 -5.25867 -1.09432
C: -3.22210 -5.74055 -1.75537
C: -4.34464 -5.06139 -1.39996
S: -3.95731 -3.78301 -0.36153
H: -1.06819 -5.64292 -1.20121
H: -3.25916 -6.59938 -2.36595
H: -5.32367 -5.24020 -1.77569
Br: -4.63232 6.50263 -2.09774
C: -3.58646 4.94777 -1.69684
C: -3.99636 4.12700 -0.66763
C: -3.24151 3.01937 -0.34886
C: -2.15863 2.72539 -1.13295
C: -1.70939 3.56001 -2.14651
C: -2.41917 4.71457 -2.46017
C: -1.40456 1.50337 -0.80475
O: -0.85808 0.79115 -1.69177
O: -1.34594 1.21120 0.44450
H: -4.91570 4.35574 -0.09050
H: -3.47620 2.42824 0.54126
H: -0.82338 3.30070 -2.65354
H: -2.05117 5.42376 -3.20427

Properties
spin multiplicity: 6
total energy: -5381.5297 hartree
HOMO-LUMO gap (spin up / spin down): 7.4 / 7.5 eV
expectation value of S²: 9.345
highest occupied orbital energy (spin up / spin down): -7.6 / -7.6 eV
total charge: 0
lowest unoccupied orbital energy (spin up / spin down): -0.00794 / -0.00432 Ha

Mulliken atomic charge list, values in e, 6 entries: 1.21, 0.12, 0.59, -0.65, -0.47, -0.99